# 1
121
Properties=species:S:1:pos:R:3:mulliken_charge:R:1 method="wB97M-V/def2-TZVPD" homo_ev=-9.20 energy_ha=-5777.0183
C 3.81 3.75 1.80 -0.513
O 3.54 3.76 0.42 -0.494
C 2.39 2.96 0.12 0.754
C 2.41 2.59 -1.37 -0.621
C 2.30 1.06 -1.48 -0.963
C 0.90 0.54 -1.07 -0.955
C 0.86 -0.11 0.34 -0.207
C 0.12 0.71 1.41 -1.283
C 0.89 0.93 2.73 -0.033
C 0.31 0.17 3.94 -1.105
B 0.62 -1.36 3.86 0.108
O 0.06 -2.33 4.68 -0.266
B 0.32 -3.57 4.11 0.959
S -0.95 -4.65 3.41 -0.354
O 1.70 -3.89 4.06 -0.384
B 2.27 -2.91 3.33 0.279
S 4.11 -2.94 2.83 1.201
O 4.32 -4.14 2.07 -0.745
O 4.45 -1.71 2.16 -0.615
C 5.12 -3.12 4.41 0.471
F 4.27 -3.11 5.45 -0.248
F 5.66 -4.34 4.37 -0.280
C 6.29 -2.10 4.62 0.501
F 7.21 -2.75 5.37 -0.305
F 6.89 -1.77 3.48 -0.249
C 5.93 -0.84 5.46 0.723
F 7.05 -0.08 5.46 -0.312
F 5.67 -1.16 6.72 -0.271
C 4.83 0.09 4.88 0.435
F 5.12 0.50 3.65 -0.284
F 4.77 1.18 5.68 -0.303
F 3.62 -0.49 4.92 -0.049
O 1.54 -1.85 2.90 -0.133
H 4.11 2.75 2.12 0.081
H 4.64 4.43 1.98 0.330
H 2.93 4.06 2.37 0.279
H 1.50 3.55 0.38 0.320
H 2.47 2.06 0.73 -0.639
H 3.38 2.92 -1.75 0.335
H 1.58 3.04 -1.90 0.173
H 3.10 0.58 -0.92 0.397
H 2.42 0.82 -2.54 0.427
H 0.65 -0.24 -1.78 0.309
H 0.16 1.34 -1.14 0.518
H 1.87 -0.37 0.67 0.069
H 0.33 -1.06 0.24 0.509
H -0.83 0.23 1.66 0.552
H -0.14 1.69 1.00 0.550
H 0.80 1.99 2.98 0.636
H 1.96 0.74 2.63 0.001
H -0.76 0.35 4.04 0.499
H 0.83 0.53 4.83 0.110
H -1.50 -3.85 2.48 0.113
C 0.86 3.46 -6.08 -0.676
O -0.45 2.94 -5.80 -0.179
P -1.37 3.73 -4.71 0.720
O -0.76 3.37 -3.42 -0.413
O -2.65 2.81 -5.11 -0.376
C -2.66 1.67 -5.97 -0.525
O -2.34 4.95 -4.32 -0.385
C -3.75 5.02 -4.58 -0.519
H 1.31 2.81 -6.83 0.242
H 0.80 4.47 -6.49 0.314
H 1.47 3.45 -5.18 0.221
H -2.12 0.85 -5.51 0.238
H -2.26 1.90 -6.95 0.258
H -3.70 1.37 -6.09 0.287
H -4.27 4.28 -3.97 0.243
H -3.98 4.87 -5.63 0.274
H -4.07 6.02 -4.28 0.255
C -4.50 2.01 -11.11 -0.699
O -3.57 0.97 -11.49 -0.201
P -3.32 -0.22 -10.45 0.747
O -2.50 0.28 -9.34 -0.496
O -2.50 -1.12 -11.51 -0.330
C -1.93 -0.67 -12.74 -0.590
O -4.20 -1.42 -9.92 -0.309
C -4.29 -2.72 -10.53 -0.541
H -4.55 2.72 -11.93 0.230
H -5.49 1.60 -10.93 0.313
H -4.14 2.52 -10.21 0.289
H -1.11 0.02 -12.55 0.249
H -2.68 -0.21 -13.37 0.276
H -1.54 -1.56 -13.24 0.263
H -3.34 -3.23 -10.43 0.265
H -4.57 -2.65 -11.58 0.281
H -5.05 -3.26 -9.99 0.250
C -6.75 -5.09 2.72 -0.725
O -6.31 -5.01 1.35 -0.215
P -4.90 -5.68 0.98 0.647
O -3.82 -4.84 1.52 -0.395
O -5.11 -5.52 -0.61 -0.320
C -6.07 -4.68 -1.26 -0.592
O -4.37 -7.17 0.90 -0.304
C -4.43 -8.00 -0.27 -0.538
H -7.72 -4.61 2.78 0.229
H -6.86 -6.13 3.03 0.315
H -6.04 -4.58 3.37 0.312
H -5.83 -3.63 -1.10 0.245
H -7.08 -4.90 -0.92 0.274
H -6.00 -4.90 -2.32 0.264
H -3.77 -7.61 -1.03 0.269
H -5.45 -8.08 -0.66 0.281
H -4.09 -8.98 0.04 0.251
C 1.78 5.36 7.84 -0.685
O 2.42 4.54 8.83 -0.216
P 1.89 3.04 9.00 0.686
O 0.58 3.05 9.66 -0.670
O 3.09 2.54 9.94 -0.342
C 3.98 3.38 10.66 -0.624
O 1.94 1.83 7.98 -0.079
C 2.98 0.85 7.94 -0.167
H 2.27 6.33 7.85 0.231
H 1.88 4.93 6.84 0.271
H 0.72 5.49 8.08 0.323
H 3.46 3.91 11.46 0.264
H 4.48 4.09 10.01 0.279
H 4.73 2.73 11.11 0.264
H 2.96 0.23 8.83 0.401
H 3.96 1.31 7.83 0.267
H 2.78 0.22 7.07 -0.206

# 2
101
Properties=species:S:1:pos:R:3:mulliken_charge:R:1 method="wB97M-V/def2-TZVPD" homo_ev=-8.81 energy_ha=-3866.9660
Cl -7.00 -0.18 -0.43 -0.098
C -6.19 -1.74 -0.43 0.259
Cl -4.59 -1.63 0.30 0.006
Cl -7.10 -2.87 0.58 -0.102
Cl -5.99 -2.34 -2.14 -0.124
C 1.14 0.54 -5.99 -1.042
N 1.79 -0.04 -4.79 -0.024
C 1.72 -1.28 -4.36 0.634
C 2.55 -1.61 -3.12 -1.065
O 0.98 -2.12 -4.91 -0.696
H 0.69 -0.21 -6.64 0.360
H 1.67 1.24 -6.64 0.406
H 0.24 1.07 -5.70 0.290
H 2.70 0.26 -4.47 0.279
H 2.30 -0.90 -2.34 0.068
H 3.59 -1.77 -3.40 0.418
H 2.32 -2.57 -2.67 0.408
C 1.97 -2.06 2.11 -0.962
N 2.70 -1.60 0.98 0.464
C 3.97 -1.59 0.72 0.981
C 4.91 -2.10 1.82 -1.282
O 4.35 -1.23 -0.40 -0.709
H 1.84 -1.39 2.96 0.194
H 2.28 -3.06 2.42 0.420
H 1.03 -2.22 1.60 0.104
H 2.15 -1.36 0.16 -0.135
H 4.80 -3.18 1.87 0.305
H 4.66 -1.55 2.72 0.290
H 5.96 -1.90 1.59 0.353
C 4.66 2.30 4.58 -0.894
N 4.05 2.57 3.25 -0.204
C 3.01 1.98 2.72 0.316
C 2.55 2.40 1.34 -0.366
O 2.27 1.22 3.30 -0.653
H 5.06 3.19 5.06 0.346
H 5.47 1.59 4.37 0.319
H 3.98 1.96 5.36 0.277
H 4.52 3.24 2.65 0.224
H 2.58 1.49 0.73 0.072
H 3.22 3.14 0.92 0.391
H 1.50 2.67 1.43 0.060
C -1.44 0.54 2.19 -0.759
N -0.65 0.16 3.37 0.221
C -1.00 -0.79 4.24 0.954
C -0.06 -0.99 5.41 -1.254
O -1.98 -1.52 4.13 -0.728
H -2.11 -0.24 1.81 0.174
H -0.76 0.85 1.40 0.024
H -2.14 1.36 2.35 0.363
H 0.26 0.59 3.47 0.113
H 0.74 -1.69 5.18 0.156
H -0.58 -1.19 6.35 0.372
H 0.30 0.02 5.61 0.440
C 0.57 -4.46 4.89 -0.890
N -0.57 -4.19 4.02 -0.088
C -0.60 -4.58 2.74 0.657
C -1.87 -4.30 1.93 -0.828
O 0.36 -5.15 2.26 -0.660
H 0.85 -5.51 4.83 0.306
H 0.44 -4.30 5.96 0.369
H 1.42 -3.91 4.49 0.181
H -1.28 -3.57 4.37 0.297
H -1.95 -3.23 2.11 0.019
H -2.69 -4.80 2.45 0.401
H -1.83 -4.48 0.85 0.282
C 0.93 5.02 -0.95 -0.732
N -0.49 5.00 -0.79 0.005
C -1.18 5.83 -0.04 0.656
C -0.61 6.67 1.07 -1.089
O -2.38 5.92 -0.23 -0.670
H 1.46 5.68 -0.26 0.413
H 1.19 5.32 -1.97 0.313
H 1.33 4.03 -0.77 0.004
H -1.07 4.71 -1.57 0.242
H 0.07 6.09 1.68 0.327
H -1.42 6.93 1.74 0.310
H -0.13 7.57 0.67 0.279
C -1.91 -0.77 -5.41 -0.495
N -3.37 -0.60 -5.43 -0.118
C -4.06 0.13 -4.59 0.664
C -5.59 0.28 -4.85 -0.935
O -3.50 0.64 -3.62 -0.716
H -1.74 -1.84 -5.40 0.328
H -1.35 -0.35 -4.57 -0.328
H -1.42 -0.34 -6.28 0.476
H -3.87 -0.97 -6.22 0.208
H -5.81 -0.20 -5.80 0.323
H -5.88 1.33 -4.76 0.286
H -6.14 -0.21 -4.05 0.159
C -0.05 1.74 -1.68 -0.763
N -0.88 0.65 -2.02 0.359
C -0.79 -0.53 -1.42 0.489
C -1.86 -1.55 -1.83 -0.880
O 0.09 -0.82 -0.62 -0.477
H 0.36 1.93 -0.69 -0.184
H -0.53 2.67 -2.01 0.285
H 0.89 1.58 -2.22 0.397
H -1.61 0.90 -2.68 0.276
H -1.98 -2.37 -1.13 0.248
H -1.62 -1.97 -2.81 0.071
H -2.83 -1.08 -2.04 0.262

# 3
120
Properties=species:S:1:pos:R:3:mulliken_charge:R:1 method="wB97M-V/def2-TZVPD" homo_ev=-11.96 total_charge=+1 energy_ha=-6462.3273
C -2.55 1.74 4.45 -0.838
C -2.84 2.44 3.07 0.606
N -3.36 3.63 3.06 -0.794
C -2.54 1.69 1.67 -0.610
C -1.05 1.14 1.70 -2.107
N 0.03 2.01 2.29 0.712
C 1.28 1.14 2.13 -0.878
C 2.71 1.83 2.24 -1.393
C 3.38 2.24 0.86 0.192
C 2.56 3.31 0.00 -0.691
F 3.80 1.10 0.07 -0.272
C 1.00 -0.01 1.06 0.559
C 1.34 -1.41 1.74 -0.335
C 2.93 -1.66 1.89 -0.591
C 3.36 -2.19 3.31 0.592
F 4.73 -2.52 3.28 -0.272
F 2.67 -3.31 3.76 -0.197
F 3.20 -1.11 4.21 -0.272
C -0.51 0.21 0.46 1.349
C -1.47 -1.04 0.54 -0.937
C -1.19 -2.22 -0.50 -0.130
C -2.50 -2.63 -1.35 -1.186
Br 0.32 -1.95 -1.73 -0.066
P -0.63 1.44 -0.98 1.347
N -1.95 1.28 -1.86 -0.983
O 0.71 1.29 -2.03 -0.355
O -0.63 3.06 -0.41 -0.720
H -3.38 1.02 4.73 0.240
H -1.59 1.11 4.45 0.088
H -2.46 2.51 5.29 0.367
H -3.52 3.94 2.09 0.292
H -2.78 2.38 0.81 0.429
H -3.32 0.85 1.63 0.162
H -1.12 0.34 2.53 0.560
H -0.10 2.07 3.31 0.704
H 0.09 3.00 1.99 0.596
H 1.24 0.57 3.12 0.068
H 3.40 1.17 2.85 0.363
H 2.59 2.80 2.83 0.364
H 4.36 2.76 1.14 0.396
H 2.37 2.89 -1.03 0.095
H 1.63 3.62 0.57 0.083
H 3.22 4.23 -0.15 0.401
H 1.61 -0.06 0.10 0.870
H 0.95 -2.31 1.17 -0.095
H 0.90 -1.53 2.80 0.352
H 3.55 -0.75 1.64 -0.159
H 3.21 -2.47 1.15 0.506
H -2.55 -0.70 0.35 0.653
H -1.50 -1.52 1.58 -0.226
H -0.95 -3.16 0.11 0.417
H -2.55 -2.11 -2.35 0.257
H -3.45 -2.56 -0.74 0.335
H -2.35 -3.74 -1.59 0.410
H -2.51 0.51 -1.48 0.292
H 0.32 1.48 -2.92 0.402
H -1.50 3.46 -0.59 0.336
C 6.40 -1.79 -0.13 -0.903
N 5.21 -1.77 -1.01 0.876
O 5.39 -1.65 -2.20 -0.493
O 4.12 -1.88 -0.47 -0.519
H 7.29 -1.68 -0.74 0.337
H 6.31 -0.96 0.57 0.283
H 6.41 -2.74 0.40 0.318
C -1.94 0.50 -5.93 -0.805
N -1.05 1.66 -5.66 0.922
O -0.93 2.50 -6.54 -0.528
O -0.49 1.69 -4.58 -0.635
H -2.36 0.61 -6.92 0.312
H -1.33 -0.40 -5.86 0.298
H -2.72 0.51 -5.17 0.282
C -2.88 -2.17 5.85 -0.945
N -3.31 -2.05 4.43 0.887
O -3.50 -3.08 3.82 -0.445
O -3.43 -0.92 3.98 -0.558
H -2.81 -3.22 6.11 0.339
H -1.91 -1.69 5.94 0.322
H -3.63 -1.66 6.46 0.313
C 4.46 -1.32 -5.50 -0.598
N 4.67 -2.07 -6.77 0.945
O 3.85 -2.91 -7.07 -0.564
O 5.66 -1.78 -7.41 -0.540
H 3.55 -1.68 -5.03 0.278
H 5.32 -1.51 -4.86 0.254
H 4.38 -0.27 -5.75 0.230
C 0.20 5.38 -6.32 -0.618
N -0.27 6.72 -5.88 0.906
O 0.31 7.24 -4.95 -0.541
O -1.20 7.20 -6.50 -0.534
H 1.03 5.07 -5.68 0.289
H -0.64 4.69 -6.21 0.229
H 0.51 5.46 -7.36 0.283
C -4.61 -5.58 1.41 -0.559
N -5.05 -5.47 -0.01 0.883
O -5.25 -6.51 -0.61 -0.528
O -5.17 -4.35 -0.46 -0.531
H -4.55 -6.63 1.68 0.317
H -3.64 -5.10 1.49 0.121
H -5.35 -5.07 2.02 0.299
C 0.00 -4.75 3.47 -0.704
N -1.23 -5.26 4.12 1.042
O -1.32 -5.15 5.33 -0.575
O -2.07 -5.75 3.38 -0.531
H 0.65 -4.34 4.23 0.381
H 0.47 -5.58 2.96 0.341
H -0.30 -3.97 2.76 0.089
C 6.31 2.14 -3.96 -0.613
N 5.43 2.31 -5.15 0.953
O 4.71 3.29 -5.18 -0.523
O 5.49 1.45 -6.01 -0.566
H 6.14 2.98 -3.29 0.295
H 6.04 1.20 -3.49 0.140
H 7.34 2.13 -4.32 0.312
C -7.48 3.30 3.35 -0.756
N -7.14 1.87 3.60 0.828
O -6.04 1.62 4.06 -0.478
O -8.00 1.05 3.34 -0.511
H -6.62 3.91 3.64 0.310
H -7.69 3.40 2.29 0.295
H -8.35 3.54 3.96 0.301

# 4
97
Properties=species:S:1:pos:R:3:mulliken_charge:R:1 method="wB97M-V/def2-TZVPD" homo_ev=-9.78 energy_ha=-4936.9709
O -4.35 2.78 2.73 -0.407
C -3.98 1.72 2.96 0.164
O -2.75 1.55 3.58 -0.378
C -1.71 1.71 2.61 -0.583
C -0.48 0.98 3.14 -1.168
C 0.82 1.16 2.29 0.475
O 1.85 1.52 3.33 -0.270
S 1.72 3.11 3.49 0.937
O 2.89 3.81 3.86 -0.620
O 0.65 3.56 4.31 -0.552
O 1.22 3.58 1.98 -0.454
C 0.99 2.32 1.33 -0.419
C 0.16 2.38 0.05 -1.057
C 0.65 1.42 -1.01 0.567
O 1.72 1.03 -1.14 -0.396
Br -0.73 0.84 -2.28 -0.141
H -4.57 0.83 2.69 0.410
H -1.54 2.77 2.36 0.437
H -2.05 1.21 1.69 0.452
H -0.32 1.25 4.18 0.415
H -0.71 -0.09 3.14 0.422
H 1.15 0.17 1.98 0.666
H 2.00 2.12 0.92 0.647
H 0.30 3.39 -0.36 0.414
H -0.91 2.24 0.18 0.336
C -0.32 7.25 6.44 -1.079
C 0.21 8.06 5.27 0.332
C -0.80 8.14 4.14 -1.120
O 1.42 7.48 4.79 -0.523
H -0.53 6.22 6.13 0.209
H 0.41 7.20 7.24 0.303
H -1.24 7.69 6.84 0.370
H 0.46 9.07 5.60 0.306
H -1.03 7.14 3.76 0.229
H -0.40 8.71 3.30 0.309
H -1.73 8.60 4.47 0.362
H 1.22 6.58 4.49 0.303
C 3.13 -1.55 -4.88 -1.365
C 1.74 -1.75 -4.32 0.844
C 1.32 -3.21 -4.39 -1.240
O 0.80 -0.95 -5.04 -0.503
H 3.17 -1.84 -5.94 0.378
H 3.42 -0.50 -4.83 0.330
H 3.87 -2.14 -4.34 0.336
H 1.71 -1.42 -3.28 -0.021
H 1.29 -3.56 -5.43 0.372
H 0.31 -3.34 -3.99 0.189
H 2.01 -3.85 -3.83 0.358
H 0.81 -1.23 -5.96 0.320
C -5.44 -1.22 -2.93 -1.403
C -3.92 -1.26 -2.87 0.483
C -3.37 -2.43 -3.67 -0.778
O -3.50 -1.37 -1.51 -0.481
H -5.87 -2.13 -2.51 0.343
H -5.82 -0.38 -2.35 0.350
H -5.79 -1.12 -3.96 0.335
H -3.51 -0.33 -3.26 0.202
H -3.73 -3.38 -3.27 0.318
H -2.28 -2.45 -3.61 0.049
H -3.65 -2.36 -4.72 0.258
H -3.86 -2.19 -1.15 0.325
C 3.91 -0.38 6.60 -1.268
C 4.10 -1.15 5.30 0.485
C 5.25 -0.58 4.48 -1.029
O 2.90 -1.11 4.54 -0.523
H 3.67 0.67 6.39 0.255
H 3.08 -0.79 7.17 0.319
H 4.81 -0.41 7.21 0.406
H 4.30 -2.20 5.53 0.322
H 5.04 0.46 4.21 0.265
H 5.36 -1.13 3.55 0.131
H 6.19 -0.61 5.03 0.410
H 2.71 -0.19 4.32 0.303
C 5.78 -3.72 0.96 -1.285
C 4.82 -3.21 -0.10 0.425
C 4.40 -1.77 0.18 -0.801
O 3.66 -4.04 -0.15 -0.550
H 5.30 -3.71 1.95 0.256
H 6.06 -4.75 0.75 0.336
H 6.68 -3.11 1.01 0.364
H 5.29 -3.27 -1.08 0.301
H 3.88 -1.70 1.14 0.078
H 3.70 -1.42 -0.59 0.158
H 5.26 -1.10 0.20 0.385
H 3.23 -4.00 0.71 0.345
C -7.21 -3.70 -7.26 -1.320
C -5.69 -3.74 -7.19 0.482
C -5.14 -4.91 -8.00 -1.346
O -5.27 -3.86 -5.83 -0.425
H -7.64 -4.61 -6.84 0.353
H -7.59 -2.86 -6.67 0.316
H -7.55 -3.59 -8.29 0.377
H -5.27 -2.81 -7.57 0.235
H -5.50 -5.86 -7.60 0.354
H -4.05 -4.94 -7.94 0.324
H -5.42 -4.84 -9.05 0.385
H -5.63 -4.68 -5.48 0.276